Entry from OMol25: a 8-piece molecular cluster, C57H132N8O13 overall at a distorted geometry (ωB97M-V with the def2-TZVPD basis set).

Last column: Löwdin charge in e.
Cartesian coordinates (Å):
C: 25.90721 -11.52995 -8.66772  -0.018
C: 24.65997 -10.56998 -8.95350  -0.526
C: 25.28197 -9.28580 -9.38871  -0.055
C: 23.90272 -11.19383 -10.13324  -0.161
C: 22.54416 -10.67855 -10.55797  -0.164
C: 21.73975 -10.69092 -9.22642  -0.143
C: 22.37782 -10.01351 -7.97990  -0.450
C: 22.26326 -8.48519 -8.20565  -0.034
C: 21.54161 -10.59406 -6.77686  -0.025
N: 23.79251 -10.40941 -7.82536  -0.147
O: 24.41052 -9.91542 -6.70148  0.007
H: 26.59892 -11.52835 -9.51011  0.079
H: 26.49482 -11.13803 -7.83753  0.072
H: 25.52752 -12.52073 -8.41814  0.078
H: 24.54930 -8.52646 -9.66201  0.071
H: 25.87659 -8.83808 -8.59243  0.085
H: 26.02198 -9.37947 -10.18352  0.087
H: 24.57094 -11.38882 -10.97202  0.122
H: 23.72945 -12.18060 -9.70385  0.110
H: 22.70513 -9.65305 -10.89043  0.098
H: 22.07583 -11.18716 -11.40063  0.113
H: 21.49391 -11.74058 -9.06555  0.115
H: 20.85242 -10.11809 -9.49590  0.114
H: 22.92342 -7.93091 -7.53853  0.080
H: 21.26395 -8.15801 -7.91853  0.078
H: 22.46591 -7.99997 -9.16042  0.072
H: 21.68961 -11.65764 -6.58984  0.080
H: 20.47324 -10.42379 -6.90986  0.081
H: 21.92586 -10.13971 -5.86361  0.072
H: 24.50384 -10.72438 -6.19308  0.110
C: 12.57923 -1.39868 3.43964  -0.045
C: 12.51940 -0.56959 2.18936  -0.545
C: 13.11341 -1.38647 1.06545  -0.036
C: 11.08640 -0.25738 1.81546  -0.169
C: 10.85257 0.78083 0.76709  -0.179
C: 11.63547 2.10923 1.04980  -0.124
C: 13.14617 1.85682 1.37117  -0.435
C: 13.92511 1.64829 0.05462  -0.040
C: 13.61683 3.18623 2.04146  -0.049
N: 13.21794 0.71528 2.39998  -0.129
O: 14.49383 0.54434 2.72206  -0.014
H: 11.92031 -2.26648 3.41068  0.089
H: 13.55773 -1.83659 3.63679  0.086
H: 12.23194 -0.84415 4.31141  0.088
H: 12.66803 -2.36901 0.90931  0.091
H: 12.83839 -0.84376 0.16107  0.065
H: 14.19851 -1.47999 1.10913  0.089
H: 10.71323 -1.20694 1.43185  0.118
H: 10.44056 -0.15629 2.68769  0.122
H: 11.06173 0.32122 -0.19889  0.104
H: 9.82546 1.13563 0.85232  0.109
H: 11.15166 2.49309 1.94795  0.112
H: 11.43494 2.73646 0.18119  0.118
H: 14.24414 2.53041 -0.50051  0.080
H: 13.29701 1.24971 -0.74208  0.065
H: 14.72660 0.90978 0.07258  0.079
H: 13.15695 3.32918 3.01930  0.085
H: 13.47840 4.01840 1.35122  0.076
H: 14.69110 3.35800 1.97397  0.073
H: 14.53960 0.58018 3.68030  0.115
C: 30.40790 -0.06863 7.69305  -0.050
C: 30.03116 -1.45533 7.23030  -0.446
C: 29.66105 -2.38525 8.43077  -0.040
C: 28.67051 -1.38876 6.36468  -0.124
C: 28.94815 -0.92550 4.97590  -0.204
C: 30.08974 -1.71950 4.24109  -0.104
C: 31.41278 -1.83004 5.10067  -0.550
C: 32.24696 -2.93890 4.49461  -0.043
C: 32.14122 -0.53769 4.88233  -0.041
N: 31.15732 -2.09489 6.47882  -0.129
O: 32.30797 -2.36626 7.20456  0.002
H: 30.16643 0.63680 6.89796  0.063
H: 29.85243 0.29602 8.55711  0.085
H: 31.45590 0.18646 7.85027  0.089
H: 30.48112 -2.55151 9.12930  0.072
H: 28.73024 -2.12462 8.93452  0.085
H: 29.56217 -3.34652 7.92652  0.079
H: 28.10877 -2.30402 6.17798  0.121
H: 28.10296 -0.57034 6.80759  0.119
H: 28.02762 -1.01174 4.39859  0.111
H: 29.38508 0.07209 4.93107  0.096
H: 30.24260 -1.41865 3.20464  0.118
H: 29.69897 -2.73385 4.16051  0.102
H: 31.68152 -3.85160 4.30656  0.082
H: 33.10811 -3.21238 5.10430  0.079
H: 32.68521 -2.61880 3.54932  0.086
H: 31.51923 0.20024 5.38898  0.062
H: 32.13315 -0.23574 3.83502  0.087
H: 33.16458 -0.54165 5.25759  0.094
H: 32.10538 -3.14900 7.72214  0.099
C: 14.36922 3.13991 16.35741  -0.120
O: 13.77993 4.14506 15.54113  -0.200
C: 12.99226 3.54414 14.47387  -0.190
C: 12.46229 4.65334 13.46089  -0.194
N: 13.55276 5.00176 12.56445  -0.077
C: 13.09507 6.15477 11.81951  -0.222
C: 14.22530 6.42819 10.81229  -0.239
O: 15.38814 6.74212 11.56493  -0.213
C: 16.58399 7.01288 10.74548  -0.058
H: 13.61765 2.44867 16.73875  0.083
H: 14.74437 3.69604 17.21653  0.084
H: 15.20452 2.63345 15.87383  0.085
H: 12.10944 3.03286 14.85768  0.107
H: 13.56379 2.82906 13.88218  0.113
H: 12.20861 5.48203 14.12196  0.114
H: 11.69939 4.28212 12.77659  0.119
H: 14.34979 5.37577 13.05940  0.104
H: 13.00078 6.99728 12.50464  0.118
H: 12.16769 6.03615 11.25916  0.121
H: 14.09284 7.22480 10.08020  0.110
H: 14.34791 5.56717 10.15522  0.116
H: 17.32250 6.21394 10.81197  0.082
H: 16.94922 7.92823 11.21113  0.078
H: 16.35419 7.28575 9.71551  0.079
C: 13.66534 -7.39056 12.60103  -0.136
O: 13.54555 -8.34824 11.59170  -0.191
C: 14.70086 -8.30087 10.72033  -0.198
C: 14.67278 -9.49324 9.69225  -0.196
N: 14.69582 -10.78337 10.44495  -0.055
C: 14.56040 -11.93620 9.49663  -0.180
C: 14.48389 -13.20543 10.32013  -0.244
O: 15.69091 -13.37701 11.03390  -0.209
C: 15.69911 -14.37531 12.07736  -0.098
H: 13.94484 -6.43313 12.16136  0.084
H: 14.41753 -7.71569 13.31978  0.086
H: 12.76531 -7.27164 13.20427  0.086
H: 15.68345 -8.34550 11.19002  0.119
H: 14.68681 -7.38941 10.12271  0.112
H: 15.66529 -9.46911 9.24231  0.110
H: 13.91531 -9.38561 8.91587  0.108
H: 13.89386 -10.70443 11.05382  0.093
H: 15.46389 -11.95186 8.88708  0.124
H: 13.61868 -11.89014 8.94970  0.113
H: 14.38374 -14.14658 9.77947  0.118
H: 13.71849 -13.26544 11.09387  0.114
H: 15.35271 -15.38516 11.85759  0.078
H: 14.97284 -14.08953 12.83825  0.075
H: 16.67781 -14.37435 12.55719  0.086
C: 18.43388 7.25468 15.14078  -0.144
O: 17.84655 8.48608 14.90575  -0.183
C: 18.04027 9.41785 16.02603  -0.179
C: 17.13707 10.62138 15.76286  -0.221
N: 17.16080 11.14861 14.41256  -0.077
C: 16.05478 12.08063 14.23098  -0.201
C: 16.20223 12.74488 12.83498  -0.201
O: 16.73515 14.07916 12.85009  -0.204
C: 18.13921 14.02782 13.12026  -0.110
H: 18.36873 6.77496 14.16419  0.085
H: 17.86993 6.65170 15.85245  0.088
H: 19.49319 7.23656 15.39697  0.088
H: 19.04993 9.68174 16.34073  0.116
H: 17.75380 8.99177 16.98753  0.112
H: 17.44806 11.46188 16.38330  0.120
H: 16.10499 10.34072 15.97299  0.114
H: 16.96039 10.38937 13.77735  0.101
H: 16.08559 12.74264 15.09636  0.120
H: 15.07800 11.59877 14.27355  0.109
H: 15.21873 12.78230 12.36654  0.110
H: 16.81101 12.25625 12.07424  0.111
H: 18.58479 13.29489 12.44767  0.082
H: 18.36514 13.85558 14.17258  0.081
H: 18.51415 15.00259 12.80829  0.083
C: 17.73207 -0.89269 7.65562  -0.079
O: 18.45873 -1.88165 6.84253  -0.204
C: 19.75105 -2.19493 7.42098  -0.219
C: 20.53673 -3.20499 6.59645  -0.226
N: 19.68226 -4.21441 6.00178  -0.054
C: 20.54648 -5.16314 5.28777  -0.186
C: 21.04393 -4.54194 3.94378  -0.223
O: 19.91287 -4.03745 3.22535  -0.196
C: 20.18558 -3.38142 1.93159  -0.073
H: 17.41551 -1.45355 8.53501  0.080
H: 16.80963 -0.56785 7.17427  0.078
H: 18.30257 -0.01542 7.96059  0.079
H: 19.62969 -2.64595 8.40584  0.113
H: 20.26513 -1.24308 7.55438  0.114
H: 21.38102 -3.56957 7.18159  0.128
H: 20.81190 -2.57516 5.75047  0.108
H: 19.08851 -3.71952 5.35166  0.096
H: 20.00400 -6.06864 5.01595  0.107
H: 21.36146 -5.44954 5.95251  0.111
H: 21.64105 -5.18239 3.29465  0.114
H: 21.75392 -3.77324 4.24892  0.099
H: 20.75729 -3.94343 1.19308  0.073
H: 20.82000 -2.49672 1.98567  0.078
H: 19.23627 -3.16849 1.44006  0.083
C: 17.57648 -11.37034 0.46174  -0.070
O: 18.45119 -12.29994 1.23625  -0.195
C: 18.62483 -13.49721 0.41715  -0.239
C: 19.48408 -14.43318 1.22486  -0.194
N: 20.81515 -13.87317 1.66206  -0.070
C: 21.72774 -13.46364 0.58867  -0.201
C: 22.14331 -14.62089 -0.39291  -0.222
O: 23.08656 -14.01724 -1.25365  -0.202
C: 24.27283 -14.81803 -1.53744  -0.075
H: 17.89133 -11.26756 -0.57673  0.078
H: 17.57517 -10.41341 0.98364  0.081
H: 16.56268 -11.76983 0.48845  0.077
H: 19.11091 -13.24834 -0.52619  0.111
H: 17.71053 -14.06460 0.24332  0.120
H: 19.59602 -15.36872 0.67683  0.106
H: 19.03606 -14.63628 2.19754  0.116
H: 20.81696 -13.19493 2.41045  0.099
H: 22.58273 -12.97016 1.05082  0.118
H: 21.24156 -12.68449 0.00161  0.100
H: 21.24075 -15.08174 -0.79427  0.104
H: 22.57349 -15.40583 0.22912  0.114
H: 24.80046 -14.82058 -0.58366  0.083
H: 24.90500 -14.37953 -2.30959  0.081
H: 24.05601 -15.84858 -1.81862  0.081

Forces on the atoms, in the same order (eV/Å):
-1.293 0.785 0.473
1.668 0.041 -1.318
0.806 1.868 0.044
0.077 -2.116 0.100
1.209 1.417 1.770
-0.010 0.210 -1.719
0.090 -0.558 -1.199
-0.511 0.713 1.530
1.064 1.059 0.051
-1.713 -2.146 -1.051
0.314 0.474 0.678
-0.348 -0.246 -0.199
-0.174 -0.006 0.200
0.261 -0.148 -0.103
-0.024 -0.059 -0.216
-0.141 0.005 0.381
-0.305 -0.291 -0.355
0.263 0.379 0.026
-0.278 -0.599 -0.327
-0.305 0.308 -0.099
0.037 -0.387 0.360
-0.174 0.051 0.412
-0.509 -0.229 0.673
0.137 -0.240 0.359
-0.223 0.008 -0.057
-0.003 -0.949 -0.467
0.192 -0.120 -0.687
0.095 0.246 0.071
-0.433 0.360 0.151
0.230 0.171 0.525
-0.239 -0.362 1.158
0.314 0.243 -0.512
0.190 0.325 -1.390
-0.886 -1.418 0.613
0.423 1.358 0.430
0.065 -2.278 0.130
-0.841 0.672 0.124
-0.355 -0.913 -1.005
0.796 -0.430 -1.065
-3.373 2.097 -1.302
3.499 -0.823 0.635
-0.216 0.008 -0.478
0.200 0.340 -0.030
0.207 0.240 0.125
-0.030 -0.120 0.531
0.454 -0.092 -0.355
-0.035 0.026 0.121
-0.156 -0.205 -0.225
0.265 0.689 0.355
-0.113 0.491 -0.249
-0.293 -0.551 -0.576
0.125 0.442 -0.033
0.524 0.437 0.242
0.422 0.526 0.859
-0.631 -0.465 0.220
0.288 0.346 0.525
0.275 0.187 -0.116
-1.489 0.114 -0.058
0.522 -1.016 1.172
0.094 0.130 0.153
-0.265 1.703 -0.366
-0.369 -1.030 0.532
0.879 -0.504 -1.226
2.174 0.694 -0.060
2.099 0.348 -2.015
-1.235 -1.502 2.015
-0.046 0.136 -2.091
0.570 -0.733 -0.297
-0.110 1.290 0.127
-3.145 -1.251 -0.015
0.492 0.899 0.613
-0.288 0.187 -0.122
-0.108 -0.281 0.153
0.185 -0.884 0.284
-0.064 0.523 0.289
0.192 0.168 -0.041
-0.483 -0.301 0.228
0.131 -0.309 1.164
-0.486 -0.530 0.436
0.086 0.438 -0.224
-0.852 0.586 0.235
0.340 0.446 0.279
0.074 -0.403 -0.053
-0.150 -0.013 0.083
-0.120 0.140 0.223
-0.226 0.097 -0.180
0.579 0.453 0.095
0.251 -0.199 -0.103
-0.081 0.094 0.150
-0.023 -0.264 -0.111
-0.174 1.085 0.416
-0.792 -0.927 -1.386
-0.704 1.207 -0.829
2.411 -1.619 1.645
-0.954 0.223 -0.173
1.696 0.755 -1.440
0.062 0.460 -0.235
1.063 -0.322 -1.112
-1.266 0.719 1.414
-0.019 -0.287 -0.184
0.204 -0.167 0.060
-0.107 -0.182 -0.180
0.031 -0.133 0.501
0.338 -0.079 0.151
-0.766 0.300 -0.222
-0.514 -0.021 0.728
0.243 -0.399 0.433
-0.263 0.458 -0.126
-0.116 -0.422 0.224
-0.686 0.572 0.222
0.238 -0.611 0.335
-0.211 -0.081 -0.055
0.559 -0.135 -0.079
-0.251 -0.378 -0.086
0.376 0.142 0.588
0.849 -0.422 -0.930
-0.945 -1.216 -1.469
1.289 0.007 1.926
-0.601 0.734 -1.505
-0.356 0.283 2.140
0.915 -1.482 1.104
1.425 -0.768 0.786
-0.836 1.282 0.015
0.022 0.267 0.185
0.427 0.187 0.052
-0.353 -0.183 -0.518
-0.254 -0.087 0.806
-0.166 0.349 0.084
-0.063 0.335 -0.545
-0.331 -0.080 0.096
-0.262 -0.570 0.234
-0.272 -0.050 -0.280
0.124 0.171 -0.639
-0.482 0.193 -0.926
-0.799 0.741 -0.194
0.410 -0.191 -0.967
-0.101 0.418 0.342
-0.013 -0.058 -0.386
-0.112 -1.221 -1.071
0.781 2.163 2.017
-0.998 -0.142 -0.413
0.218 -0.072 -0.164
0.104 -0.404 -0.302
0.993 -0.088 -0.946
-0.585 1.336 0.155
-0.005 -0.656 0.538
-0.654 0.815 -0.780
0.017 -0.451 0.079
-0.031 -0.008 0.267
0.134 0.526 0.283
0.720 0.098 -1.408
-0.848 -0.609 -0.062
-0.163 -0.152 0.499
-0.210 -0.140 0.586
0.416 -0.351 -0.126
-0.055 0.712 -0.446
-0.250 -0.315 0.060
-0.173 0.468 0.139
0.222 -1.051 0.553
0.297 -0.290 0.321
0.042 -0.253 -0.054
0.120 0.066 0.251
0.277 -1.801 -0.118
0.263 1.115 0.422
-1.254 -0.164 0.805
-1.296 2.208 -1.255
0.716 -1.171 0.988
-0.857 0.156 -1.566
0.372 0.271 0.366
0.626 0.623 -1.296
0.235 -0.565 0.718
0.007 0.282 0.408
0.319 -0.178 -0.517
0.367 -0.093 -0.223
-0.464 0.118 0.401
0.497 -0.079 -0.066
-0.095 -0.160 -0.226
1.338 0.090 -0.073
-0.247 -0.250 -0.128
-0.251 -0.049 0.278
0.155 0.039 -0.258
-0.191 -0.620 0.093
-0.090 0.704 -0.333
-0.023 -1.070 0.330
-0.375 0.450 0.745
-0.040 0.143 0.507
0.607 -1.030 1.511
-1.283 0.196 -2.599
0.506 0.524 1.540
1.681 1.200 1.497
0.230 -1.489 -1.267
-0.986 -0.288 -0.085
0.340 1.273 2.347
0.340 -0.908 -1.504
-0.875 0.382 1.183
0.252 0.018 0.072
0.189 -0.076 -0.115
-0.104 -0.019 -0.114
-0.110 0.142 -0.183
-0.522 0.468 -0.210
0.270 -0.062 0.127
-0.572 -0.241 -0.268
-0.655 -0.097 -0.231
0.275 -0.401 -0.140
0.088 0.227 -0.507
0.110 0.253 -0.980
0.437 -0.136 0.022
0.510 -0.292 -0.107
-0.423 0.362 0.073
-0.305 -0.004 -0.066

Values from the calculation:
- electronic energy (Ha) = -3666.51749
- highest occupied orbital energy (eV) = -7.95
- orbital gap (eV) = 8.53
- SMILES string = CC1(C)CCCC(C)(C)N1O.CC1(C)CCCC(C)(C)N1O.CC1(C)CCCC(C)(C)N1O.COCCNCCOC.COCCNCCOC.COCCNCCOC.COCCNCCOC.COCCNCCOC
- strongest force on any atom (eV/Å) = 4.18
- energy above the lowest of the compared OMol25 structures with the same formula, charge and spin (kcal per mole) = 170.6